No. 1
7
Properties=species:S:1:pos:R:3:forces:R:3 method="wB97M-V/def2-TZVPD" smiles="C=PI.F" spin_multiplicity=1 homo_energy_ev=-8.92 lumo_energy_ev=-0.23 de_lowest_kj_mol=104.3 gap_ev=8.6965 total_energy_ha=-778.7750
C -0.529888 0.635778 0.591319 0.20 -0.82 -0.05
P 1.088362 0.343247 1.024609 -2.01 0.51 -0.75
I 2.366089 1.837940 -0.442921 -0.09 0.14 0.20
H -1.267236 -0.169426 0.837385 0.87 0.68 0.55
H -1.069342 1.350842 -0.059579 1.09 -0.10 0.28
F -0.296780 -1.872245 -0.560558 -0.10 0.84 3.73
H -0.291202 -2.126138 -1.390258 0.05 -1.24 -3.96

***

No. 2
9
Properties=species:S:1:pos:R:3:forces:R:3 method="wB97M-V/def2-TZVPD" smiles="C=NF.O=NO" spin_multiplicity=1 homo_energy_ev=-10.29 lumo_energy_ev=0.57 de_lowest_kj_mol=237.1 gap_ev=10.8604 total_energy_ha=-399.5669
C 2.082584 0.341338 0.777624 -1.19 0.94 -2.34
N 1.011123 -0.230745 0.373508 1.13 -0.43 1.82
F 0.590826 0.217013 -0.845656 0.30 0.59 -0.72
H 2.532288 1.150779 0.128770 -0.24 -0.97 0.97
H 2.442834 0.046522 1.741062 0.18 -0.11 0.26
O -2.419202 1.046929 -0.065852 0.59 -0.73 -0.58
N -2.098021 0.255125 -0.870694 -0.70 0.00 0.15
O -2.032941 -1.025968 -0.277025 -0.58 -1.92 -0.78
H -2.109490 -1.800990 -0.961738 0.50 2.63 1.22

***

No. 3
9
Properties=species:S:1:pos:R:3:forces:R:3 method="wB97M-V/def2-TZVPD" spin_multiplicity=3 homo_energy_ev="-8.08 / -11.59" lumo_energy_ev="0.24 / -3.55" de_lowest_kj_mol=265.1 gap_ev="8.3179 / 8.0338" total_energy_ha=-399.4109
C -1.048614 0.085439 0.053669 -1.29 -3.81 2.12
N 0.304133 0.503052 0.201547 -1.84 -2.71 1.52
N 1.289941 -0.426204 0.091555 -1.88 -2.72 0.94
O 0.782691 -1.558974 0.164509 1.37 -0.56 -0.42
O 2.421863 -0.124882 -0.081455 0.99 0.73 0.06
F 0.635377 1.808234 -0.530729 1.17 5.06 -2.73
H -1.665963 0.835773 -0.316682 -0.54 1.85 -0.39
H -1.163227 -0.803176 -0.662421 0.54 1.24 1.07
H -1.556200 -0.319259 1.080008 1.47 0.92 -2.17